1.
{"formula": "C37H37Ge2N8ORbSe", "method": "wB97M-V/def2-TZVPD", "s_squared": 0.755, "homo_lumo_gap_ev": [7.006, 7.349], "e_above_lowest_ev": 0.278, "charge": 1, "multiplicity": 2, "symbols": ["Rb", "Se", "N", "C", "C", "C", "C", "C", "N", "C", "C", "N", "C", "C", "C", "C", "C", "N", "H", "H", "H", "H", "H", "H", "N", "C", "O", "C", "C", "C", "N", "C", "C", "H", "H", "H", "H", "H", "H", "C", "Ge", "C", "C", "Ge", "C", "C", "C", "C", "C", "C", "C", "C", "C", "C", "C", "C", "H", "H", "H", "H", "H", "H", "H", "H", "H", "H", "H", "H", "H", "H", "H", "H", "H", "H", "H", "C", "C", "N", "C", "C", "N", "H", "H", "H", "H", "H", "H"], "positions_angstrom": [[0.01016, 0.68858, 0.17972], [-8.99016, 0.66047, 0.20537], [-7.79832, 1.99095, 0.13931], [-6.61311, 1.44600, 0.09953], [-5.37443, 2.21090, 0.04793], [-5.38865, 3.60522, 0.04610], [-4.18632, 4.27310, 0.01449], [-3.01423, 3.52123, -0.01320], [-2.97621, 2.19730, -0.01908], [-4.14390, 1.54032, 0.00967], [-4.10337, 0.05981, 0.01073], [-2.90173, -0.53359, -0.05008], [-2.86701, -1.85610, -0.04349], [-3.99021, -2.67602, 0.03024], [-5.22578, -2.07499, 0.08582], [-5.29079, -0.68056, 0.07247], [-6.57133, 0.01245, 0.11865], [-7.72265, -0.59962, 0.17460], [-6.33609, 4.12527, 0.07426], [-4.13777, 5.35247, 0.01607], [-2.05531, 4.01862, -0.02884], [-1.88462, -2.30989, -0.09465], [-3.87401, -3.75029, 0.04450], [-6.14204, -2.64645, 0.13955], [1.61279, 8.51552, -1.20138], [1.85257, 7.75952, -0.10354], [2.51811, 8.13832, 0.83658], [1.26377, 6.36994, -0.10636], [1.07375, 5.74866, 1.12123], [0.57961, 4.45620, 1.14280], [0.28657, 3.76054, 0.04468], [0.47693, 4.36091, -1.12763], [0.95328, 5.65762, -1.25796], [1.96575, 9.45772, -1.20177], [0.92745, 8.25781, -1.88649], [1.32589, 6.27216, 2.03223], [0.42025, 3.95119, 2.08940], [0.23984, 3.78083, -2.01343], [1.10888, 6.06695, -2.24692], [1.49085, -5.11216, -2.59734], [0.72122, -3.31995, -2.37092], [-1.17249, -3.31719, -2.87371], [1.65532, -2.03228, -3.51712], [1.02502, -2.71103, -0.01657], [2.83023, -3.16520, 0.56702], [3.90439, -3.06139, -0.31915], [5.18829, -3.40429, 0.07191], [5.42234, -3.84852, 1.36603], [4.36795, -3.95167, 2.26121], [3.08280, -3.61548, 1.86367], [-0.21553, -3.56766, 1.23827], [-0.87663, -4.74059, 0.87128], [-1.76805, -5.35847, 1.73646], [-2.02228, -4.80537, 2.98260], [-1.37429, -3.63997, 3.36309], [-0.47885, -3.03009, 2.49668], [1.48690, -5.36821, -3.65804], [0.91367, -5.86552, -2.06353], [2.51738, -5.14898, -2.23671], [-1.25865, -3.62680, -3.91582], [-1.61031, -2.32356, -2.78243], [-1.75747, -4.00764, -2.26764], [1.43947, -2.25726, -4.56169], [2.73486, -2.06814, -3.38179], [1.32109, -1.01285, -3.31823], [3.74337, -2.70351, -1.33049], [6.00653, -3.32912, -0.63256], [6.42319, -4.12096, 1.67346], [4.54708, -4.30336, 3.26886], [2.26766, -3.72026, 2.56970], [-0.69440, -5.19019, -0.09952], [-2.26112, -6.27487, 1.43888], [-2.71946, -5.28389, 3.65716], [-1.56599, -3.20567, 4.33562], [0.02252, -2.12091, 2.81813], [3.95688, 3.76578, 0.07060], [4.05108, 2.31679, 0.39066], [3.04953, 1.47708, 0.55450], [3.62987, 0.26648, 0.86414], [4.98267, 0.37707, 0.88792], [5.23764, 1.69187, 0.58332], [2.98249, 3.97141, -0.36153], [4.72141, 4.06724, -0.64538], [4.07176, 4.37936, 0.96581], [3.04930, -0.61587, 1.06655], [5.76091, -0.33685, 1.08637], [6.14231, 2.12358, 0.51913]]}

2.
{"formula": "C5H7N", "method": "wB97M-V/def2-TZVPD", "homo_lumo_gap_ev": 9.446, "e_above_lowest_ev": 2.643, "symbols": ["C", "C", "C", "C", "C", "N", "H", "H", "H", "H", "H", "H", "H"], "positions_angstrom": [[-0.51841, 0.57826, -1.78070], [0.01528, 0.18824, -0.46858], [-0.62978, -0.71301, 0.54298], [0.31241, -0.80470, 1.60505], [1.36136, 0.00811, 1.25900], [1.18668, 0.63556, 0.04054], [0.05819, 1.38859, -2.23187], [-0.43436, -0.28445, -2.44966], [-1.57318, 0.88048, -1.80469], [-1.33454, -1.49689, 0.26523], [0.20534, -1.39288, 2.50437], [2.25391, 0.20645, 1.84456], [-0.90290, 0.80624, 0.67377]]}

3.
{"formula": "C8H8NOS", "method": "wB97M-V/def2-TZVPD", "homo_lumo_gap_ev": 7.825, "e_above_lowest_ev": 4.319, "charge": 1, "symbols": ["C", "C", "C", "C", "C", "C", "C", "C", "N", "O", "S", "H", "H", "H", "H", "H", "H", "H", "H"], "positions_angstrom": [[0.59064, -0.25300, -2.38579], [-0.71803, -0.07023, -1.95230], [1.35706, 1.34563, -0.61210], [0.78083, 0.86952, 0.48785], [1.78564, 0.34876, -1.63883], [0.67011, -0.52428, 0.59790], [-1.83382, 0.32133, -1.81396], [-0.06697, -1.28967, 1.45570], [-0.78255, -0.96175, 2.57522], [-3.03074, 0.59825, -1.42498], [1.41708, -1.31240, -0.84121], [0.72049, -0.83868, -3.24519], [1.46173, 2.43149, -0.90993], [0.40294, 1.47695, 1.17712], [2.79246, 0.38735, -1.97059], [-0.03560, -2.41207, 1.13865], [-3.54176, 0.55862, -2.25351], [-0.87869, -0.07976, 2.95320], [-1.51199, -1.57944, 2.83392]]}

4.
{"formula": "C34H72AsF6N10O2", "method": "wB97M-V/def2-TZVPD", "homo_lumo_gap_ev": 10.230, "e_above_lowest_ev": 0.000, "charge": 5, "symbols": ["As", "F", "F", "F", "F", "F", "F", "C", "C", "N", "C", "C", "N", "C", "C", "H", "H", "H", "H", "H", "H", "H", "H", "H", "H", "H", "C", "C", "N", "C", "C", "N", "C", "C", "H", "H", "H", "H", "H", "H", "H", "H", "H", "H", "H", "C", "C", "N", "C", "C", "N", "C", "C", "H", "H", "H", "H", "H", "H", "H", "H", "H", "H", "H", "C", "C", "N", "C", "C", "N", "C", "C", "H", "H", "H", "H", "H", "H", "H", "H", "H", "H", "H", "C", "N", "C", "C", "C", "C", "O", "H", "H", "H", "H", "H", "H", "H", "H", "H", "H", "H", "H", "H", "H", "C", "N", "C", "C", "C", "C", "O", "H", "H", "H", "H", "H", "H", "H", "H", "H", "H", "H", "H", "H", "H"], "positions_angstrom": [[0.18790, -0.01818, -0.60304], [-0.92177, 1.30746, -0.82219], [0.07944, -0.46570, -2.25872], [1.21522, -1.37680, -0.30136], [0.30353, 0.49948, 1.06361], [-1.18136, -1.03233, -0.23363], [1.52828, 1.01032, -0.97334], [-4.01484, -2.38121, 2.80413], [-2.62231, -1.78080, 2.79143], [-2.07233, -1.60895, 4.14562], [-0.78834, -1.20026, 4.40825], [-0.69004, -1.03370, 5.74748], [-1.88723, -1.43453, 6.29265], [-2.71321, -1.73136, 5.30804], [-2.19772, -1.59342, 7.72524], [-4.39032, -2.42637, 1.77923], [-4.77538, -1.81230, 3.34453], [-4.04792, -3.40024, 3.19321], [-2.61865, -0.82915, 2.26570], [-2.00684, -2.49615, 2.24704], [-0.06156, -0.94119, 3.65805], [0.15805, -0.74436, 6.34298], [-3.73353, -2.06005, 5.40710], [-3.11936, -2.16333, 7.80441], [-2.25953, -0.62867, 8.21673], [-1.42875, -2.21416, 8.18075], [0.04946, -4.68267, -1.97587], [-1.14751, -3.82307, -2.31587], [-2.39429, -4.25610, -1.67604], [-3.63514, -3.74309, -1.95905], [-4.53358, -4.46393, -1.24952], [-3.81412, -5.34479, -0.48420], [-2.52270, -5.20758, -0.76730], [-4.40264, -6.34064, 0.41370], [0.85506, -4.41559, -2.65265], [-0.11997, -5.76196, -2.01733], [0.36906, -4.56072, -0.93554], [-1.33165, -3.84069, -3.39152], [-0.88095, -2.77762, -2.10497], [-3.76360, -2.92386, -2.64330], [-5.59019, -4.31248, -1.11099], [-1.75538, -5.87950, -0.42459], [-5.36385, -5.98521, 0.77076], [-3.71921, -6.60507, 1.21443], [-4.60026, -7.26038, -0.14057], [3.39663, 3.33465, -4.87228], [2.84627, 2.24021, -3.97554], [2.69902, 0.95595, -4.67578], [2.79956, -0.28974, -4.10582], [2.13039, -1.15733, -4.89315], [1.77640, -0.44527, -6.02265], [2.04411, 0.82805, -5.83095], [0.90866, -0.95268, -7.10408], [4.45798, 3.13540, -5.04930], [3.42475, 4.27738, -4.32577], [2.92336, 3.47434, -5.83892], [1.85592, 2.50539, -3.59845], [3.47984, 2.13992, -3.09842], [3.36263, -0.42820, -3.20096], [1.92813, -2.21152, -4.84599], [1.76515, 1.62279, -6.49975], [0.09162, -1.50483, -6.65222], [1.49564, -1.43266, -7.87932], [0.42372, -0.09495, -7.57419], [-3.50261, 3.44117, -4.85988], [-4.62131, 3.63369, -3.85725], [-4.71603, 2.52170, -2.87754], [-5.79098, 1.66235, -2.81710], [-5.65039, 0.93416, -1.68401], [-4.50686, 1.38286, -1.05423], [-4.01164, 2.39622, -1.75608], [-3.96237, 0.78385, 0.16892], [-2.54312, 3.26660, -4.37542], [-3.46759, 4.33269, -5.48418], [-3.72394, 2.59892, -5.51634], [-5.59719, 3.75748, -4.32392], [-4.53377, 4.55755, -3.28134], [-6.60602, 1.72525, -3.51716], [-6.32753, 0.23903, -1.21933], [-3.09188, 2.90256, -1.51776], [-3.96231, -0.30071, 0.12896], [-4.54832, 1.16915, 1.00182], [-2.92011, 1.08892, 0.27344], [3.65808, -0.85132, 2.37053], [4.81710, -0.84465, 1.41914], [4.35711, -0.29442, 0.11506], [5.90922, 0.09818, 1.86014], [5.34159, -2.24822, 1.19088], [5.98555, -3.00197, 2.32967], [6.96159, -2.25192, 3.01859], [3.15053, 0.10286, 2.26513], [4.05962, -1.08244, 3.35261], [2.98384, -1.63465, 2.03023], [3.58503, -0.91461, -0.33735], [5.20336, -0.33094, -0.57130], [4.01558, 0.72715, 0.22238], [6.69919, 0.06601, 1.12202], [6.21816, -0.10887, 2.87456], [5.45259, 1.08729, 1.96330], [5.95746, -2.21003, 0.29004], [4.46545, -2.81287, 0.85935], [6.34289, -3.96417, 1.94551], [5.22995, -3.34446, 3.05667], [7.27810, -2.78109, 3.76063], [1.38918, 5.90633, 2.66083], [0.74167, 4.56913, 2.62703], [0.02272, 4.30431, 3.91766], [-0.31477, 4.60371, 1.55986], [1.72925, 3.46597, 2.36299], [2.55455, 3.61125, 1.11742], [3.56273, 4.58257, 1.29520], [2.16085, 5.94280, 3.42432], [0.65741, 6.70039, 2.80243], [1.83425, 6.11064, 1.69030], [0.71970, 4.17913, 4.74353], [-0.64135, 3.46139, 3.76522], [-0.52116, 5.21981, 4.14649], [-1.06990, 5.31773, 1.88105], [-0.78070, 3.62559, 1.47302], [0.14965, 4.94771, 0.64318], [1.17005, 2.52953, 2.27403], [2.32954, 3.35183, 3.26613], [1.95174, 3.76498, 0.20940], [3.01368, 2.65888, 0.81875], [4.30317, 4.39201, 0.71184]]}

Please write out number 2 again, unchanged.
{"formula": "C5H7N", "method": "wB97M-V/def2-TZVPD", "homo_lumo_gap_ev": 9.446, "e_above_lowest_ev": 2.643, "symbols": ["C", "C", "C", "C", "C", "N", "H", "H", "H", "H", "H", "H", "H"], "positions_angstrom": [[-0.51841, 0.57826, -1.78070], [0.01528, 0.18824, -0.46858], [-0.62978, -0.71301, 0.54298], [0.31241, -0.80470, 1.60505], [1.36136, 0.00811, 1.25900], [1.18668, 0.63556, 0.04054], [0.05819, 1.38859, -2.23187], [-0.43436, -0.28445, -2.44966], [-1.57318, 0.88048, -1.80469], [-1.33454, -1.49689, 0.26523], [0.20534, -1.39288, 2.50437], [2.25391, 0.20645, 1.84456], [-0.90290, 0.80624, 0.67377]]}